(1)
A molecular structure, C12H27N3O2P2Ti, computed with ωB97M-V/def2-TZVPD.

Calculated values
HOMO-LUMO gap (alpha / beta) (eV): 7.6 / 5.6
Net charge: +2
Energy relative to the best compared isomer or geometry (same formula, charge and spin) (kcal/mol): 0.0
Electronic energy (eV): -63125.668
<S²>: 2.04
Multiplicity: 3
HOMO level (alpha / beta) (eV): -13.87 / -14.01

Positions of all 47 atoms, in Å:
H -3.467 1.375 -0.827
P 1.770 2.177 -0.454
H 2.175 -2.676 0.366
C -2.204 -2.184 -0.105
H -1.852 1.826 -4.171
C 0.784 -0.173 4.252
N 1.655 -0.869 -0.569
C 0.333 2.247 4.797
H 3.719 -1.017 -0.964
H -0.148 -3.573 -0.893
H 1.879 -2.819 -1.398
H -2.416 -3.101 -0.622
N -0.849 -1.700 -0.355
C 0.116 -2.758 -0.194
H -3.296 0.606 1.297
H -4.216 -1.333 0.004
H 1.658 -0.117 -3.399
C 2.867 -0.320 -0.827
H -2.478 0.433 -3.247
H 2.499 2.890 0.545
H 0.564 -0.374 -4.799
H 0.956 -0.112 5.329
C -1.657 0.779 -3.898
O 0.068 0.482 1.699
H 0.065 -3.190 0.829
H 1.267 1.224 -4.513
N 0.378 1.169 3.823
H 1.042 3.045 4.544
C 0.865 0.335 -4.011
C 3.067 1.051 -0.928
H 4.057 1.394 -1.229
C 0.068 1.417 2.571
C -0.340 0.655 -3.232
C 1.554 -2.317 -0.471
O -0.310 0.749 -1.959
H -1.673 0.156 -4.798
H 1.906 3.049 -1.577
Ti -0.092 0.094 -0.177
P -2.682 0.535 0.013
H 1.704 -0.481 3.737
H 0.577 1.833 5.773
H -2.333 -2.400 0.972
H -0.176 2.453 2.284
C -3.264 -1.125 -0.496
H -3.467 -1.139 -1.580
H -0.011 -0.897 4.033
H -0.666 2.698 4.825


(2)
A molecular structure, C12H27N5O7Ru, computed with ωB97M-V/def2-TZVPD.

Calculated values
HOMO-LUMO gap (alpha / beta) (eV): 6.7 / 7.1
Net charge: +1
Energy relative to the best compared isomer or geometry (same formula, charge and spin) (kcal/mol): 0.0
Electronic energy (eV): -37229.151
<S²>: 8.86
Multiplicity: 6
HOMO level (alpha / beta) (eV): -10.79 / -12.30

Positions of all 52 atoms, in Å:
C -2.756 0.311 1.861
H 4.848 -0.424 3.191
Ru 1.366 -0.349 -0.799
H -1.391 -2.979 2.224
C 3.005 -0.708 0.015
N 1.138 1.321 0.611
C -0.068 -2.572 0.598
H 0.249 0.326 -3.612
H 3.071 -1.186 -2.508
O 2.173 -0.782 -2.753
H -1.835 0.868 2.029
N 0.601 -1.415 0.939
H 3.728 -0.802 -0.789
O -0.472 -1.665 -2.735
H -5.145 1.068 1.489
H 1.121 0.449 2.286
N 0.732 1.197 -1.917
H -3.495 0.573 2.607
H 0.202 -3.551 2.496
C -2.592 0.627 -0.549
C -0.936 -3.813 -1.513
H -0.350 -4.080 -2.380
H -3.178 0.856 -1.488
H 2.935 -1.675 0.523
H 0.252 4.247 0.706
C -0.539 -3.426 1.713
C 1.227 3.773 0.768
O 0.177 1.205 -3.186
H 1.951 4.479 0.381
H -4.928 1.831 -0.115
C 1.199 2.512 -0.009
H -0.860 -4.416 1.427
H 0.054 4.152 -2.249
C 0.951 3.568 -2.356
H -5.297 0.108 -0.009
N 0.055 -1.657 -1.584
H 0.993 3.223 -3.379
O 0.616 -1.137 2.202
H -1.084 -4.698 -0.940
H -2.525 -0.755 1.937
C 1.006 2.430 -1.430
O -1.387 0.379 -0.559
H 3.536 -1.143 3.420
N -3.347 0.648 0.576
O 1.176 1.403 1.993
H 1.435 3.658 1.823
O 4.429 -1.280 3.088
H 1.747 4.272 -2.172
C -0.302 -2.723 -0.778
C -4.770 0.930 0.484
H 3.182 0.352 0.307
H -1.900 -3.529 -1.887